Entry 1:
Formula: C28H37ClIrN4P2
Source: the OMol25 dataset
Level of theory: wB97M-V/def2-TZVPD

The HOMO energy (alpha / beta) comes out at -11.21 / -12.04 eV. The relative energy (zero: lowest compared OMol25 entry of this formula, charge and spin) comes out at 0.00 kJ/mol. The charge is +2. The multiplicity is 6. For the HOMO-LUMO gap (alpha / beta), the calculation gives 6.4 / 2.2 eV.

Last column: Löwdin spin population.
Element x y z (Å)
Ir (-0.076, -0.201, -0.330)  2.0065
C (-1.205, 1.746, -0.627)  0.2059
C (-1.560, 0.738, -1.569)  0.3146
C (-1.058, 0.689, -2.989)  0.0719
C (0.255, -0.100, -3.208)  0.0726
C (1.207, -0.082, -2.055)  0.1543
C (1.497, 1.051, -1.240)  0.1132
C (1.060, 2.447, -1.552)  0.0240
C (-0.243, 2.859, -0.836)  0.0499
C (1.326, -1.122, 0.729)  0.3174
H (-1.879, 1.897, 0.216)  0.0135
H (-2.527, 0.261, -1.398)  0.0306
H (-0.976, 1.698, -3.404)  0.0102
H (-1.827, 0.185, -3.586)  0.0050
H (-0.002, -1.156, -3.365)  0.0058
H (0.718, 0.238, -4.143)  0.0151
H (1.928, -0.905, -2.022)  0.0135
H (2.337, 0.969, -0.537)  0.0098
H (0.963, 2.602, -2.632)  0.0031
H (1.839, 3.134, -1.199)  0.0021
H (0.007, 3.253, 0.159)  0.0022
H (-0.678, 3.697, -1.397)  0.0162
H (1.187, -0.823, 1.776)  0.0314
H (2.333, -0.841, 0.398)  0.0241
H (1.210, -2.230, 0.661)  0.0571
P (1.278, -1.167, -8.312)  0.0056
P (-1.716, -0.645, -7.933)  0.0442
N (2.714, -0.201, -8.325)  0.0004
N (2.033, -2.420, -9.435)  0.0032
N (-1.979, 1.083, -7.811)  0.0053
N (-3.370, -1.010, -8.432)  0.3102
C (0.437, -0.241, -9.693)  0.0127
C (-1.058, -0.554, -9.687)  0.0466
C (3.117, 0.470, -7.159)  0.0004
C (4.136, 1.337, -7.482)  0.0001
C (4.385, 1.217, -8.887)  0.0004
C (3.495, 0.279, -9.383)  0.0004
C (2.212, -3.727, -8.983)  0.0191
C (2.653, -4.521, -10.035)  0.0072
C (2.754, -3.684, -11.183)  0.0068
C (2.388, -2.404, -10.782)  0.0180
C (-1.829, 1.714, -6.572)  0.0066
C (-1.952, 3.084, -6.752)  0.0002
C (-2.176, 3.316, -8.144)  0.0050
C (-2.199, 2.076, -8.768)  0.0000
C (-4.272, -0.312, -9.248)  -0.0142
C (-5.349, -1.141, -9.539)  0.2618
C (-5.087, -2.407, -8.917)  0.2551
C (-3.874, -2.312, -8.267)  -0.0104
H (0.872, -0.564, -10.654)  0.0047
H (0.616, 0.846, -9.594)  0.0000
H (-1.597, 0.199, -10.285)  0.0005
H (-1.255, -1.542, -10.143)  -0.0006
H (2.618, 0.232, -6.234)  0.0003
H (4.641, 1.994, -6.793)  0.0000
H (5.123, 1.753, -9.462)  0.0000
H (3.364, -0.099, -10.383)  0.0002
H (2.017, -3.960, -7.950)  0.0006
H (2.880, -5.579, -9.982)  0.0000
H (3.052, -3.973, -12.186)  0.0001
H (2.382, -1.498, -11.369)  0.0003
H (-1.670, 1.110, -5.700)  0.0018
H (-1.892, 3.825, -5.977)  0.0000
H (-2.306, 4.264, -8.635)  0.0002
H (-2.385, 1.844, -9.801)  0.0000
H (-4.082, 0.701, -9.549)  -0.0045
H (-6.213, -0.874, -10.122)  0.0104
H (-5.718, -3.281, -8.949)  0.0097
H (-3.294, -3.022, -7.704)  -0.0041
Cl (-1.156, 0.499, 2.443)  0.1650
C (-1.407, -0.668, 1.120)  0.2050
H (-1.245, -1.674, 1.542)  0.0289
H (-2.446, -0.552, 0.791)  0.0273

***

Entry 2:
Formula: C28H37CoN9O4PSSi
Source: the OMol25 dataset
Level of theory: wB97M-V/def2-TZVPD

The HOMO energy (alpha / beta) comes out at -10.50 / -10.49 eV. The relative energy (zero: lowest compared OMol25 entry of this formula, charge and spin) comes out at 104.14 kJ/mol. The charge is +1. The multiplicity is 2. For the HOMO-LUMO gap (alpha / beta), the calculation gives 7.0 / 7.1 eV.

Last column: Löwdin spin population.
Element x y z (Å)
Co (-0.050, 0.126, 1.039)  0.9671
N (-3.331, 2.691, 2.071)  0.0004
C (-2.062, 2.386, 2.354)  0.0013
N (-1.717, 1.351, 1.630)  0.0220
C (-2.838, 1.062, 0.930)  0.0013
N (-3.842, 1.850, 1.166)  0.0005
C (-2.867, -0.115, 0.055)  0.0007
C (-4.028, -0.538, -0.582)  0.0009
N (-4.075, -1.658, -1.294)  -0.0012
C (-2.963, -2.364, -1.340)  0.0009
C (-1.802, -1.935, -0.714)  0.0010
N (-1.748, -0.793, -0.034)  0.0199
H (-3.908, 3.422, 2.452)  0.0003
H (-1.448, 2.908, 3.071)  0.0001
H (-4.929, 0.061, -0.500)  0.0002
H (-2.997, -3.297, -1.891)  0.0002
H (-0.901, -2.535, -0.754)  0.0003
S (-0.491, -0.956, 4.122)  -0.0246
C (-0.352, -0.895, 2.635)  -0.0261
N (4.533, 0.951, -0.447)  -0.0001
C (4.814, 1.443, 0.766)  0.0000
N (6.030, 1.963, 0.978)  -0.0003
N (3.965, 1.492, 1.768)  0.0009
C (2.724, 1.137, 1.796)  0.0048
N (1.602, 0.884, 1.970)  0.0135
H (5.257, 0.856, -1.135)  0.0000
H (3.687, 0.420, -0.589)  0.0001
H (6.734, 1.976, 0.264)  0.0000
H (6.222, 2.389, 1.866)  0.0000
C (0.121, 4.451, 1.115)  0.0000
C (0.830, 4.301, -0.237)  -0.0002
C (2.306, 3.976, 0.000)  -0.0001
C (0.707, 5.568, -1.095)  -0.0001
Si (0.040, 2.779, -1.142)  -0.0019
O (0.287, 1.390, -0.365)  -0.0183
C (0.933, 2.826, -2.808)  -0.0007
C (2.177, 2.211, -2.989)  0.0000
C (2.863, 2.307, -4.196)  0.0000
C (2.318, 3.032, -5.249)  0.0000
C (1.080, 3.645, -5.095)  0.0000
C (0.397, 3.541, -3.886)  -0.0002
C (-1.789, 3.063, -1.521)  0.0001
C (-2.453, 1.980, -2.120)  0.0000
C (-3.787, 2.057, -2.503)  0.0000
C (-4.506, 3.225, -2.278)  0.0000
C (-3.876, 4.310, -1.680)  0.0000
C (-2.536, 4.227, -1.309)  0.0000
H (0.552, 5.282, 1.697)  0.0000
H (0.246, 3.532, 1.699)  0.0000
H (-0.951, 4.653, 0.996)  0.0000
H (2.802, 4.811, 0.522)  0.0000
H (2.840, 3.812, -0.940)  0.0000
H (2.403, 3.089, 0.622)  0.0000
H (1.055, 6.446, -0.528)  0.0000
H (-0.319, 5.775, -1.408)  0.0000
H (1.322, 5.489, -1.994)  0.0000
H (2.619, 1.649, -2.169)  0.0000
H (3.828, 1.823, -4.317)  0.0000
H (2.860, 3.127, -6.183)  0.0000
H (0.650, 4.210, -5.914)  0.0000
H (-0.567, 4.035, -3.779)  0.0000
H (-1.901, 1.057, -2.311)  0.0000
H (-4.265, 1.203, -2.976)  0.0000
H (-5.547, 3.289, -2.572)  0.0000
H (-4.428, 5.228, -1.503)  0.0000
H (-2.077, 5.098, -0.855)  0.0000
C (2.185, -3.972, -0.808)  0.0027
O (1.247, -3.034, -0.221)  0.0077
P (1.615, -1.489, 0.015)  0.0193
O (2.230, -1.005, -1.392)  0.0031
C (1.301, -0.684, -2.465)  0.0003
O (3.071, -1.555, 0.710)  0.0032
C (3.207, -2.118, 2.026)  0.0002
H (1.642, -4.570, -1.535)  0.0002
H (2.572, -4.623, -0.026)  0.0002
H (3.006, -3.454, -1.295)  0.0002
H (0.793, -1.591, -2.807)  0.0001
H (1.886, -0.273, -3.278)  0.0000
H (0.578, 0.058, -2.129)  0.0000
H (2.711, -3.090, 2.092)  0.0001
H (2.789, -1.447, 2.779)  -0.0001
H (4.268, -2.247, 2.202)  0.0000

***

Entry 3:
Formula: C28H38AuN8O3SSi
Source: the OMol25 dataset
Level of theory: wB97M-V/def2-TZVPD

The HOMO energy (alpha / beta) comes out at -8.55 / -10.56 eV. The charge is +1. The multiplicity is 3. For the HOMO-LUMO gap (alpha / beta), the calculation gives 5.9 / 7.0 eV.

Last column: Löwdin spin population.
Element x y z (Å)
Au (-1.736, 0.640, -0.932)  0.4825
N (-4.353, -2.836, 0.093)  0.0176
C (-3.417, -2.062, -0.432)  0.0132
N (-3.228, -0.811, -0.142)  0.1052
C (-4.116, -0.173, 0.760)  0.0972
N (-4.050, 1.096, 0.955)  -0.0058
N (-3.087, 1.717, 0.251)  0.3479
C (-2.906, 3.036, 0.305)  0.2279
C (-1.884, 3.585, -0.487)  0.0922
C (-1.594, 4.970, -0.517)  0.0612
C (-0.569, 5.435, -1.288)  0.0426
C (0.196, 4.530, -2.054)  0.0960
C (-0.121, 3.200, -1.994)  0.0300
N (-1.123, 2.720, -1.239)  0.2443
C (-5.123, -1.001, 1.427)  0.0074
C (-5.986, -0.494, 2.396)  0.0168
C (-6.925, -1.315, 2.988)  -0.0007
C (-7.016, -2.657, 2.622)  0.0202
C (-6.169, -3.178, 1.664)  -0.0027
C (-5.229, -2.345, 1.073)  0.0166
H (-4.396, -3.799, -0.224)  0.0006
H (-2.780, -2.528, -1.164)  0.0011
H (-3.549, 3.645, 0.927)  0.0160
H (-2.198, 5.640, 0.079)  0.0017
H (-0.346, 6.494, -1.315)  0.0004
H (1.017, 4.866, -2.671)  0.0056
H (0.444, 2.470, -2.560)  0.0002
H (-5.905, 0.550, 2.668)  0.0012
H (-7.592, -0.915, 3.740)  -0.0003
H (-7.754, -3.297, 3.088)  0.0012
H (-6.232, -4.219, 1.370)  -0.0006
N (-3.164, -5.128, -1.496)  0.0005
C (-2.182, -4.737, -1.956)  0.0009
N (-1.059, -4.265, -2.506)  0.0033
C (-0.600, -3.157, -2.174)  0.0076
N (-0.058, -2.170, -1.804)  0.0033
C (4.281, -2.401, 0.791)  0.0000
C (2.953, -2.631, 0.087)  0.0001
C (1.847, -2.942, 1.082)  0.0000
C (3.081, -3.733, -0.953)  0.0000
O (2.639, -1.414, -0.649)  0.0014
Si (1.741, -0.098, -0.584)  0.0031
S (0.111, -0.518, -2.102)  0.0386
O (2.435, 1.213, -1.183)  0.0000
C (3.612, 1.420, -2.028)  0.0000
C (3.546, 2.868, -2.460)  0.0008
C (4.852, 1.149, -1.180)  0.0000
C (3.535, 0.497, -3.232)  0.0006
O (0.879, 0.189, 0.739)  0.0015
C (1.081, 1.043, 1.912)  0.0001
C (2.424, 0.702, 2.532)  0.0000
C (-0.076, 0.709, 2.839)  0.0002
C (1.036, 2.496, 1.481)  -0.0002
H (4.571, -3.300, 1.337)  0.0000
H (4.211, -1.573, 1.497)  0.0000
H (5.064, -2.177, 0.067)  0.0000
H (2.077, -3.869, 1.608)  0.0000
H (0.890, -3.066, 0.573)  0.0000
H (1.746, -2.144, 1.819)  0.0000
H (3.354, -4.674, -0.472)  0.0000
H (3.851, -3.481, -1.682)  0.0000
H (2.139, -3.877, -1.481)  0.0000
H (3.509, 3.523, -1.587)  0.0003
H (2.658, 3.048, -3.070)  0.0002
H (4.428, 3.122, -3.049)  0.0000
H (4.869, 1.807, -0.310)  0.0000
H (5.751, 1.337, -1.771)  0.0000
H (4.873, 0.117, -0.842)  0.0000
H (2.626, 0.691, -3.808)  0.0002
H (3.548, -0.551, -2.923)  0.0002
H (4.390, 0.666, -3.887)  0.0000
H (2.448, -0.333, 2.874)  0.0000
H (2.607, 1.345, 3.394)  0.0000
H (3.236, 0.862, 1.815)  0.0000
H (-0.059, -0.348, 3.109)  0.0000
H (-1.030, 0.933, 2.351)  0.0001
H (-0.009, 1.302, 3.752)  0.0001
H (1.831, 2.720, 0.768)  0.0001
H (1.157, 3.139, 2.353)  0.0000
H (0.077, 2.727, 1.020)  0.0004